(1)
An isolated ion of composition H3N2O2S and charge -1 at a distorted geometry. Source: OMol25; level of theory: ωB97M-V/def2-TZVPD.

For the gap between HOMO and LUMO, the calculation gives 7.6 eV. As for the total charge: -1. As for the energy relative to the best compared isomer or geometry (same formula, charge and spin): 195.3 kJ/mol. Its energy is -659.9361 a.u.

Each line ends with the Löwdin charge.
Positions of all 8 atoms, in Å:
N -0.338 -1.823 -0.628  -0.267
N 1.120 0.557 0.463  -0.163
O -1.110 1.029 -0.622  -0.464
O -1.113 -0.216 1.567  -0.438
S -0.596 -0.032 0.219  0.495
H -0.333 -1.780 -1.634  -0.179
H 1.344 0.876 -0.463  -0.012
H 1.026 1.390 1.098  0.029

---

(2)
C20H28Cl2KN2O6P as an isolated structure. Source: OMol25; level of theory: ωB97M-V/def2-TZVPD.

For the gap between HOMO and LUMO, the calculation gives 4.6 eV. As for the total charge: -2. As for the energy relative to the best compared isomer or geometry (same formula, charge and spin): 10.5 kJ/mol. Its energy is -3201.7819 a.u.

Each line ends with the Löwdin charge.
Positions of all 60 atoms, in Å:
K 0.926 1.882 1.507  0.751
N 2.975 -1.012 4.820  0.129
C 2.232 -0.243 3.943  -0.577
O 2.775 0.205 2.945  -0.038
C 0.789 -0.024 4.333  -0.330
C 0.431 1.461 4.446  -0.269
H 3.850 -1.359 4.462  0.086
H 2.473 -1.586 5.474  0.070
H 0.601 -0.664 5.226  0.074
H 0.205 -0.484 3.524  0.099
H 0.932 1.885 5.332  -0.047
H -0.651 1.538 4.626  -0.048
Cl 1.483 6.752 -1.705  0.591
C 0.043 5.752 -1.668  -0.603
C -1.032 6.131 -2.465  -0.182
C -2.182 5.391 -2.493  -0.639
Cl -3.510 5.908 -3.528  0.578
C -2.305 4.221 -1.706  -0.196
C -3.445 3.387 -1.690  -0.055
C -3.457 2.269 -0.905  -0.062
C -2.332 1.976 -0.112  -0.142
N -1.265 2.740 -0.100  0.085
C -1.215 3.841 -0.881  -0.137
C 0.055 4.601 -0.834  -0.453
O 1.020 4.242 -0.130  -0.114
H -0.949 7.023 -3.073  0.087
H -4.292 3.641 -2.314  0.073
H -4.307 1.598 -0.892  0.099
H -2.305 1.068 0.483  0.088
C 1.011 -4.568 0.149  -0.040
C 1.124 -3.332 1.040  -0.634
C 2.301 -2.465 0.602  -0.031
C 1.308 -3.750 2.495  -0.033
O -0.135 -2.652 1.020  -0.167
P -0.614 -1.452 0.038  0.251
O -2.054 -1.240 0.321  -0.305
O 0.351 -0.311 0.060  -0.374
O -0.430 -2.237 -1.399  -0.191
C -0.408 -1.543 -2.653  -0.645
C -0.781 -2.604 -3.684  -0.047
C -1.416 -0.398 -2.692  -0.043
C 1.001 -1.019 -2.917  -0.039
H 1.927 -5.164 0.209  0.076
H 0.841 -4.267 -0.884  0.068
H 0.168 -5.182 0.473  0.082
H 3.222 -3.045 0.719  0.083
H 2.367 -1.561 1.205  0.068
H 2.201 -2.168 -0.440  0.068
H 2.223 -4.337 2.616  0.079
H 0.454 -4.349 2.819  0.082
H 1.369 -2.865 3.129  0.068
H -1.789 -2.973 -3.488  0.082
H -0.086 -3.444 -3.622  0.075
H -0.743 -2.188 -4.694  0.076
H -2.404 -0.753 -2.395  0.087
H -1.466 0.015 -3.702  0.085
H -1.122 0.396 -2.006  0.067
H 1.713 -1.849 -2.928  0.078
H 1.280 -0.322 -2.129  0.075
H 1.042 -0.511 -3.884  0.080

---

(3)
C20H23N4O3STc as an isolated structure. Source: OMol25; level of theory: ωB97M-V/def2-TZVPD.

As for the expectation value of S²: 0.757. For the gap between HOMO and LUMO (spin up / spin down), the calculation gives 7.0 / 6.9 eV. As for the total charge: +1. Its spin multiplicity is 2. As for the energy relative to the best compared isomer or geometry (same formula, charge and spin): 0.0 kJ/mol. Its energy is -1699.4968 a.u.

Each line ends with the Löwdin charge.
Positions of all 52 atoms, in Å:
Tc 0.432 -0.261 -1.615  1.662
O 0.106 -2.236 -1.509  -0.195
C 1.012 -3.173 -1.368  -0.310
C 0.609 -4.512 -1.529  0.001
C 1.505 -5.539 -1.387  -0.038
C 2.857 -5.298 -1.065  -0.068
C 3.272 -4.012 -0.895  -0.032
C 2.377 -2.919 -1.046  -0.134
C 2.905 -1.626 -0.826  -0.033
N 2.289 -0.480 -0.946  -0.130
C 3.014 0.756 -0.574  -0.190
C 2.316 1.924 -1.242  -0.173
N 0.877 1.681 -1.131  -0.130
C 0.100 2.523 -0.552  -0.100
C -1.283 2.296 -0.261  -0.167
C -2.035 3.390 0.198  -0.022
C -3.360 3.257 0.533  -0.071
C -3.952 1.995 0.444  -0.066
C -3.225 0.900 0.027  -0.011
C -1.885 1.033 -0.341  -0.315
O -1.257 -0.089 -0.724  -0.226
H -0.431 -4.694 -1.765  0.125
H 1.166 -6.558 -1.519  0.117
H 3.546 -6.122 -0.951  0.111
H 4.304 -3.799 -0.638  0.119
H 3.949 -1.581 -0.518  0.145
H 4.056 0.694 -0.885  0.129
H 2.974 0.870 0.509  0.063
H 2.570 1.959 -2.303  0.126
H 2.602 2.866 -0.773  0.129
H 0.514 3.478 -0.229  0.141
H -1.549 4.356 0.273  0.122
H -3.933 4.113 0.860  0.111
H -4.996 1.869 0.705  0.116
H -3.671 -0.084 -0.041  0.127
S 0.909 1.100 2.187  0.642
C -0.513 1.367 3.029  -0.880
N -0.794 2.449 3.787  0.022
C -2.021 2.265 4.564  -0.122
C -2.692 1.094 3.823  -0.120
N -1.574 0.550 3.061  0.034
H -0.035 3.028 4.104  0.133
H -2.635 3.162 4.549  0.116
H -1.795 2.011 5.600  0.121
H -3.486 1.439 3.158  0.100
H -3.103 0.355 4.507  0.120
H -1.630 -0.247 2.451  0.135
C 0.312 -1.170 -4.392  -0.111
O 0.445 -0.118 -3.421  -0.382
H 1.260 -1.694 -4.502  0.087
H 0.042 -0.701 -5.335  0.089
H -0.465 -1.868 -4.088  0.082

---

(4)
One molecule with the formula C6H8N4 at a distorted geometry. Source: OMol25; level of theory: ωB97M-V/def2-TZVPD.

For the gap between HOMO and LUMO, the calculation gives 9.4 eV. As for the energy relative to the best compared isomer or geometry (same formula, charge and spin): 211.7 kJ/mol. Its energy is -452.3811 a.u.

Each line ends with the Löwdin charge.
Positions of all 18 atoms, in Å:
C 1.247 -1.907 0.188  -0.256
C 0.080 1.565 0.192  -0.211
C 1.196 -0.554 0.167  -0.021
C 2.015 0.584 -0.011  -0.382
C -2.641 -0.403 -0.552  -0.093
C -1.642 -0.288 0.640  -0.196
N 1.191 -3.063 0.199  0.147
N 1.345 1.761 0.090  0.097
N -0.337 0.315 0.268  0.047
N 3.377 0.530 -0.144  0.137
H -0.451 2.406 0.374  0.105
H -2.366 -1.002 -1.473  0.086
H -2.745 0.661 -0.838  0.062
H -3.702 -0.686 -0.218  0.093
H -1.495 -1.247 1.102  0.106
H -2.207 0.302 1.273  0.082
H 3.537 -0.351 -0.599  0.095
H 3.598 1.376 -0.658  0.104

---

(5)
A 2-piece molecular cluster, C4H10NS overall at a distorted geometry. Source: OMol25; level of theory: ωB97M-V/def2-TZVPD.

For the gap between HOMO and LUMO (spin up / spin down), the calculation gives 6.3 / 6.3 eV. As for the total charge: +1. As for the energy relative to the best compared isomer or geometry (same formula, charge and spin): 579.8 kJ/mol. Its energy is -610.8824 a.u.

Each line ends with the Löwdin charge.
Positions of all 16 atoms, in Å:
C -1.042 -1.039 -0.890  -0.057
C -0.160 0.031 -0.414  0.006
C -2.124 0.072 1.158  0.045
C 3.048 0.948 -0.069  -0.511
N -1.038 -0.714 0.522  -0.127
S 2.672 -0.772 0.214  0.745
H -1.939 -0.968 -1.383  0.117
H -0.516 -1.853 -1.172  0.095
H -0.324 1.088 -0.364  0.096
H -2.291 0.987 0.647  0.098
H -2.938 -0.538 1.214  0.070
H -1.663 0.160 2.217  0.154
H 3.724 0.974 -0.888  0.016
H 3.608 1.359 0.731  0.020
H 2.080 1.522 -0.212  0.047
H -0.603 -1.459 1.081  0.188

---

(6)
CHF2IS as an isolated structure at a distorted geometry. Source: OMol25; level of theory: ωB97M-V/def2-TZVPD.

For the gap between HOMO and LUMO, the calculation gives 8.6 eV. As for the energy relative to the best compared isomer or geometry (same formula, charge and spin): 186.9 kJ/mol. Its energy is -934.2234 a.u.

Each line ends with the Löwdin charge.
Positions of all 6 atoms, in Å:
C -0.369 0.452 -0.228  -0.908
F -0.256 0.709 -1.515  -0.093
F 1.969 -1.073 0.828  -0.573
S 0.645 -1.634 0.055  0.710
I -2.330 0.525 0.495  0.832
H 0.341 1.022 0.366  0.031